Entry 1:
57
Properties=species:S:1:pos:R:3:nbo_charge:R:1 method="wB97M-V/def2-TZVPD" smiles="[H]/N=C(/C)Cc1cccc2c1Nc1c(ccc(OCCC)c1CCC(C)C)S2" energy_ha=-1476.958590 lumo_energy_ev=0.29 e_homo_ha=-0.288 e_above_lowest_kj_mol=1161.2 charge=0 orbital_gap_ev=8.11
H 3.6755 -1.6301 2.8057 0.33
N 3.4097 -2.5771 2.4848 -0.63
C 3.2300 -2.5490 1.1673 0.33
C 2.7961 -3.9283 0.4704 -0.68
C 3.4068 -1.1891 0.2902 -0.53
C 3.1226 -1.4451 -1.2738 0.01
C 4.3792 -1.6304 -2.1896 -0.24
C 4.1891 -1.9116 -3.7079 -0.21
C 2.7419 -1.9816 -4.3097 -0.24
C 1.5125 -1.7911 -3.3460 -0.16
C 1.6502 -1.5219 -1.8291 0.12
N 0.5613 -1.3711 -0.8507 -0.68
C -0.6614 -0.7701 -1.4095 0.13
C -1.2028 -0.9270 -2.8513 -0.18
C -2.5561 -0.2512 -3.2792 -0.22
C -3.4154 0.5951 -2.2789 -0.26
C -2.8712 0.7780 -0.8387 0.28
O -3.5580 1.5179 0.2004 -0.56
C -4.6153 0.6391 0.7318 -0.08
C -4.4323 0.2800 2.2795 -0.44
C -4.1332 1.5410 3.2344 -0.63
C -1.5186 0.1038 -0.4222 -0.02
C -0.9737 0.3125 1.0926 -0.46
C 0.3871 1.2051 0.9541 -0.39
C 0.2305 2.6868 1.5711 -0.21
C 1.7487 3.2490 1.7815 -0.62
C -0.4636 3.7331 0.5402 -0.64
S -0.2065 -1.9380 -4.0596 0.27
H 2.8035 -4.8215 1.1895 0.25
H 1.7368 -3.7670 0.0383 0.21
H 3.5316 -4.1860 -0.3843 0.24
H 2.7310 -0.3826 0.7396 0.26
H 4.4990 -0.8514 0.4167 0.24
H 5.4337 -1.6009 -1.7376 0.23
H 5.1005 -2.0564 -4.3763 0.23
H 2.5898 -2.1941 -5.4317 0.24
H 0.3706 -2.2346 -0.3219 0.40
H -2.9660 -0.3862 -4.3317 0.24
H -4.4204 1.0588 -2.5924 0.24
H -4.5877 -0.3560 0.1554 0.20
H -5.6279 1.1239 0.4837 0.19
H -5.4325 -0.1839 2.6325 0.22
H -3.6131 -0.5024 2.4841 0.21
H -4.4678 2.5150 2.7227 0.22
H -3.0109 1.5514 3.4906 0.21
H -4.6976 1.4410 4.2393 0.22
H -0.6668 -0.7198 1.4679 0.22
H -1.7290 0.8462 1.7577 0.25
H 1.1898 0.6688 1.5950 0.19
H 0.7987 1.2221 -0.1103 0.22
H -0.3219 2.6002 2.5674 0.20
H 2.2726 2.5469 2.5227 0.20
H 1.7450 4.3399 2.1479 0.21
H 2.3259 3.1441 0.7833 0.21
H -0.0873 4.7973 0.7856 0.21
H -1.6069 3.7403 0.6407 0.22
H -0.1590 3.5338 -0.5537 0.22

Entry 2:
60
Properties=species:S:1:pos:R:3:nbo_charge:R:1 method="wB97M-V/def2-TZVPD" smiles="CC(C)CC(=O)N1CCN(c2ccc([N+](=O)[O-])c(N[C@@H](C)c3ccccc3)c2)CC1" energy_ha=-1339.123661 lumo_energy_ev=-0.04 e_homo_ha=-0.297 e_above_lowest_kj_mol=400.0 charge=0 orbital_gap_ev=8.04
C -7.2978 -0.5252 0.9597 -0.61
C -6.5617 0.6810 0.3837 -0.20
C -7.5495 1.7849 0.0128 -0.60
C -5.7491 0.2640 -0.8541 -0.50
C -4.6125 -0.6713 -0.4917 0.69
O -4.6853 -1.8701 -0.6874 -0.63
N -3.5213 -0.1286 0.1110 -0.45
C -3.1898 1.2681 0.2531 -0.22
C -2.0047 1.5932 -0.6673 -0.22
N -0.8777 0.7508 -0.3465 -0.45
C 0.4017 1.2235 -0.2303 0.35
C 0.6489 2.5159 0.2913 -0.33
C 1.9298 2.9485 0.4623 -0.12
C 3.0379 2.1487 0.1409 -0.12
N 4.3089 2.6817 0.3814 0.53
O 4.3966 3.8144 0.8327 -0.41
O 5.3109 1.9981 0.1394 -0.45
C 2.8197 0.8466 -0.3926 0.34
N 3.8469 0.0476 -0.7316 -0.60
C 3.7364 -1.3062 -1.2233 -0.07
C 5.1462 -1.8465 -1.4590 -0.60
C 2.9944 -2.2018 -0.2510 -0.04
C 2.0990 -3.1573 -0.7136 -0.23
C 1.4194 -3.9722 0.1747 -0.21
C 1.6301 -3.8397 1.5366 -0.22
C 2.5274 -2.8945 2.0044 -0.22
C 3.2071 -2.0811 1.1159 -0.16
C 1.4932 0.4362 -0.5734 -0.42
C -1.1936 -0.6543 -0.4702 -0.23
C -2.3940 -0.9796 0.4284 -0.22
H -7.8060 -0.2572 1.8831 0.21
H -6.6024 -1.3344 1.1673 0.22
H -8.0388 -0.8886 0.2513 0.20
H -5.8774 1.0654 1.1486 0.19
H -7.0300 2.6682 -0.3540 0.20
H -8.1389 2.0715 0.8805 0.21
H -8.2287 1.4394 -0.7633 0.20
H -5.3758 1.1428 -1.3819 0.21
H -6.4030 -0.2857 -1.5333 0.24
H -4.0357 1.9058 0.0097 0.22
H -2.8990 1.4528 1.2943 0.20
H -1.7351 2.6435 -0.5829 0.22
H -2.3124 1.3999 -1.7072 0.19
H -0.1656 3.1525 0.5948 0.21
H 2.1288 3.9261 0.8743 0.25
H 4.7742 0.4220 -0.5467 0.44
H 3.1960 -1.3002 -2.1828 0.19
H 5.6777 -1.2165 -2.1682 0.22
H 5.0967 -2.8575 -1.8550 0.22
H 5.6991 -1.8678 -0.5229 0.21
H 1.9287 -3.2603 -1.7767 0.21
H 0.7216 -4.7078 -0.1971 0.22
H 1.0967 -4.4719 2.2305 0.22
H 2.6984 -2.7899 3.0655 0.21
H 3.9014 -1.3408 1.4849 0.21
H 1.3277 -0.5309 -1.0119 0.22
H -0.3501 -1.2602 -0.1426 0.23
H -1.4411 -0.9102 -1.5101 0.19
H -2.7040 -2.0150 0.2817 0.25
H -2.1158 -0.8236 1.4761 0.19

Entry 3:
60
Properties=species:S:1:pos:R:3:nbo_charge:R:1 method="wB97M-V/def2-TZVPD" smiles="COCCNC(=O)NC(=O)CN1CCN(C(c2ccccc2)c2ccccc2)CC1" energy_ha=-1339.203224 lumo_energy_ev=0.79 e_homo_ha=-0.295 e_above_lowest_kj_mol=191.2 charge=0 orbital_gap_ev=8.82
C -2.7606 3.3849 2.6569 -0.26
O -2.4542 2.0962 3.1385 -0.54
C -3.5626 1.3647 3.5915 -0.06
C -4.5123 0.8926 2.4774 -0.26
N -3.8691 -0.0292 1.5773 -0.63
C -3.5488 0.2948 0.3203 0.80
O -3.7857 1.3439 -0.2345 -0.65
N -2.9129 -0.7430 -0.4148 -0.66
C -2.6119 -2.0094 -0.0117 0.68
O -2.8047 -2.4140 1.1192 -0.62
C -1.9901 -2.9081 -1.0803 -0.30
N -0.6110 -2.6125 -1.4163 -0.44
C 0.2105 -2.3191 -0.2549 -0.25
C 1.6916 -2.3209 -0.6573 -0.23
N 2.0150 -1.4897 -1.7967 -0.45
C 2.4527 -0.1130 -1.5836 -0.10
C 3.7112 -0.0734 -0.7401 0.05
C 4.0373 1.0490 0.0105 -0.23
C 5.2141 1.0916 0.7383 -0.21
C 6.0859 0.0174 0.7195 -0.21
C 5.7803 -1.0951 -0.0462 -0.21
C 4.6059 -1.1370 -0.7751 -0.23
C 1.3616 0.8191 -1.0943 -0.06
C 0.9481 0.8404 0.2340 -0.17
C -0.1253 1.6225 0.6260 -0.24
C -0.7889 2.4072 -0.3030 -0.20
C -0.3676 2.4168 -1.6208 -0.22
C 0.7001 1.6281 -2.0112 -0.22
C 1.0803 -1.7131 -2.8732 -0.21
C -0.3940 -1.6175 -2.4471 -0.25
H -3.3561 3.9449 3.3884 0.17
H -1.8073 3.8882 2.5064 0.20
H -3.3027 3.3465 1.7069 0.18
H -3.1410 0.4933 4.1004 0.19
H -4.1421 1.9574 4.3165 0.16
H -5.3742 0.4029 2.9409 0.20
H -4.8604 1.7406 1.8839 0.23
H -3.5642 -0.9358 1.9224 0.44
H -2.7095 -0.4740 -1.3687 0.42
H -2.5919 -2.8744 -1.9918 0.21
H -2.0198 -3.9265 -0.6758 0.22
H 0.0432 -3.0977 0.4928 0.21
H -0.0610 -1.3488 0.1903 0.18
H 2.3022 -2.0210 0.1947 0.22
H 1.9596 -3.3493 -0.9310 0.20
H 2.7523 0.2376 -2.5847 0.21
H 3.3716 1.8997 0.0253 0.22
H 5.4502 1.9705 1.3204 0.21
H 7.0021 0.0504 1.2906 0.21
H 6.4623 -1.9324 -0.0800 0.21
H 4.3721 -1.9973 -1.3828 0.23
H 1.4761 0.2459 0.9669 0.21
H -0.4531 1.6155 1.6553 0.23
H -1.6355 3.0036 -0.0059 0.22
H -0.8759 3.0344 -2.3469 0.22
H 1.0212 1.6355 -3.0446 0.21
H 1.2803 -1.0098 -3.6832 0.20
H 1.2498 -2.7313 -3.2433 0.20
H -1.0294 -1.8508 -3.3057 0.20
H -0.6140 -0.5923 -2.1056 0.18

Entry 4:
61
Properties=species:S:1:pos:R:3:nbo_charge:R:1 method="wB97M-V/def2-TZVPD" smiles="COc1ccc(/C=N/NC(=O)CCN2CCN(c3ccccc3)CC2)c(OC)c1OC" energy_ha=-1414.333175 lumo_energy_ev=0.62 e_homo_ha=-0.273 e_above_lowest_kj_mol=386.4 charge=0 orbital_gap_ev=8.04
C -5.3655 -1.4989 0.4859 -0.25
O -4.3062 -1.2949 -0.4173 -0.50
C -3.0406 -1.6156 -0.0253 0.27
C -2.7546 -2.3046 1.1487 -0.32
C -1.4535 -2.6062 1.4775 -0.16
C -0.3931 -2.2533 0.6466 -0.16
C 0.9506 -2.5337 1.0927 0.06
N 1.9755 -2.0508 0.5114 -0.23
N 3.2012 -2.2310 1.0182 -0.45
C 4.3142 -1.6363 0.4791 0.68
O 5.3737 -1.7003 1.0670 -0.61
C 4.1115 -0.9742 -0.8580 -0.55
C 4.5616 0.5098 -0.8700 -0.19
N 3.6083 1.4924 -0.4277 -0.46
C 2.4526 1.6479 -1.2911 -0.22
C 1.4412 2.5925 -0.6467 -0.22
N 0.9057 1.9995 0.5603 -0.45
C -0.4374 1.9890 0.8301 0.28
C -1.2878 2.9766 0.3091 -0.30
C -2.6354 2.9857 0.6051 -0.20
C -3.1879 2.0262 1.4391 -0.29
C -2.3583 1.0567 1.9755 -0.18
C -1.0108 1.0303 1.6783 -0.31
C 1.7979 1.0705 1.2228 -0.25
C 3.2510 1.4789 0.9802 -0.23
C -0.6702 -1.5743 -0.5610 0.30
O 0.3995 -1.2747 -1.3397 -0.50
C 0.2654 -1.1845 -2.7453 -0.24
C -1.9907 -1.2245 -0.8764 0.24
O -2.1965 -0.5243 -2.0413 -0.53
C -3.1476 0.5224 -2.0504 -0.25
H -6.2469 -1.0836 -0.0008 0.20
H -5.5319 -2.5631 0.6807 0.18
H -5.1923 -0.9747 1.4302 0.18
H -3.5489 -2.6083 1.8100 0.22
H -1.2471 -3.1259 2.4011 0.21
H 1.0414 -3.1299 2.0103 0.15
H 3.3276 -2.7349 1.9012 0.37
H 3.0703 -1.0733 -1.1556 0.25
H 4.7428 -1.5136 -1.5665 0.24
H 4.8306 0.7778 -1.8958 0.20
H 5.4577 0.6020 -0.2504 0.22
H 2.7945 2.0695 -2.2425 0.20
H 1.9433 0.6956 -1.4975 0.18
H 0.6326 2.7708 -1.3588 0.21
H 1.9281 3.5516 -0.4236 0.19
H -0.8882 3.7604 -0.3155 0.21
H -3.2629 3.7598 0.1856 0.21
H -4.2427 2.0417 1.6696 0.21
H -2.7626 0.3010 2.6346 0.21
H -0.4064 0.2450 2.1009 0.22
H 1.6008 1.0964 2.2990 0.21
H 1.6400 0.0484 0.8556 0.21
H 3.9108 0.7987 1.5221 0.21
H 3.4063 2.4879 1.3859 0.19
H 1.2566 -1.4044 -3.1469 0.18
H -0.0411 -0.1851 -3.0609 0.19
H -0.4501 -1.9131 -3.1277 0.19
H -4.1559 0.1460 -2.2330 0.19
H -3.1304 1.0866 -1.1158 0.20
H -2.8499 1.1742 -2.8729 0.18